Molecular formula: HN2O3P
Method: DFT, wB97M-V/def2-TZVPD

## Properties
Maximum force: 0.05016 hartree/bohr
Relative energy (zero: lowest compared OMol25 entry of this formula, charge and spin): 2.885 eV
Net charge: 0
E_tot: -18419.650 eV
HOMO-LUMO gap (alpha / beta): 7.87 / 7.87 eV

Each line ends with the Mulliken charge.
Geometry (Å):
N (-0.69, -1.35, 0.68)  0.273
N (0.56, 0.88, 0.18)  0.917
O (0.98, 0.82, 1.30)  -0.508
O (-1.19, -2.40, 0.87)  -0.396
O (0.76, 1.70, -0.69)  -0.535
P (-0.31, -0.43, -0.64)  0.002
H (-0.11, 0.79, -1.71)  0.247